[1]
{
  "formula": "C5H10O",
  "method": "ωB97M-V with the def2-TZVPD basis set",
  "orbital_gap_ha": 0.4048,
  "lumo_ev": 1.0,
  "spin_multiplicity": 1,
  "relative_energy_kj_mol": 122.5,
  "smiles": "C[C@H]1C[C@H]1CO",
  "homo_ev": -9.9817,
  "elements": ["H", "O", "C", "C", "H", "C", "H", "C", "H", "H", "H", "C", "H", "H", "H", "H"],
  "coordinates": [[1.935, -1.796, -0.994], [-1.072, 2.487, 0.668], [-0.763, -1.277, 0.376], [1.556, -0.813, -0.689], [-1.001, 2.745, -0.260], [-0.287, 1.322, 0.865], [-0.388, 1.094, 1.931], [-0.804, 0.179, 0.000], [-0.206, -1.570, 1.266], [-1.730, 0.496, -0.475], [-1.655, -1.871, 0.197], [0.047, -0.788, -0.790], [1.892, -0.641, 0.340], [2.030, -0.059, -1.328], [0.778, 1.531, 0.672], [-0.333, -1.039, -1.780]]
}

[2]
{
  "formula": "C5H10O",
  "method": "ωB97M-V with the def2-TZVPD basis set",
  "orbital_gap_ha": 0.3213,
  "lumo_ev": 0.0,
  "spin_multiplicity": 1,
  "relative_energy_kj_mol": 480.7,
  "homo_ev": -8.7556,
  "elements": ["H", "C", "H", "H", "H", "H", "O", "H", "H", "H", "C", "C", "C", "H", "C", "H"],
  "coordinates": [[-1.988, 2.142, 1.126], [1.947, -0.073, -0.455], [-0.310, -1.851, -0.661], [-2.991, 0.934, 0.144], [2.720, -0.774, -0.120], [-0.675, -1.820, 1.086], [-1.992, 2.387, -0.900], [1.687, -0.319, -1.491], [-0.580, 0.402, -1.126], [0.940, -2.297, 0.496], [0.091, -1.628, 0.335], [0.706, -0.168, 0.426], [-0.574, 0.340, -0.022], [0.920, 0.016, 1.484], [-2.270, 1.772, 0.119], [2.370, 0.936, -0.442]]
}

[3]
{
  "formula": "C5H10O",
  "method": "ωB97M-V with the def2-TZVPD basis set",
  "orbital_gap_ha": 0.3491,
  "lumo_ev": 0.6,
  "spin_multiplicity": 1,
  "relative_energy_kj_mol": 524.9,
  "homo_ev": -8.9446,
  "elements": ["C", "H", "H", "C", "H", "O", "H", "H", "H", "H", "C", "C", "H", "H", "H", "C"],
  "coordinates": [[-0.542, 1.094, 0.137], [-0.703, -2.006, 0.044], [-2.409, 0.919, -0.271], [-1.148, 0.037, -0.630], [-1.897, 1.770, -0.294], [0.927, -1.197, 1.506], [-0.027, -1.605, -1.541], [1.705, -0.887, 1.986], [1.438, 1.221, -0.763], [-1.579, 0.227, -1.609], [-0.264, -1.199, -0.552], [0.955, 0.851, 0.151], [1.481, 1.280, 1.010], [1.912, -1.071, -0.313], [-0.956, 1.403, 1.091], [1.002, -0.701, 0.180]]
}

[4]
{
  "formula": "C5H10O",
  "method": "ωB97M-V with the def2-TZVPD basis set",
  "orbital_gap_ha": 0.3497,
  "lumo_ev": 0.4,
  "spin_multiplicity": 1,
  "relative_energy_kj_mol": 539.0,
  "homo_ev": -9.1074,
  "elements": ["H", "C", "H", "H", "C", "O", "H", "H", "C", "H", "H", "C", "C", "H", "H", "H"],
  "coordinates": [[2.087, -0.515, -0.665], [-0.555, -1.625, -0.656], [0.566, 0.907, 1.634], [2.352, -0.742, 1.089], [-1.588, -0.995, 0.202], [0.279, 1.402, -0.312], [-0.140, -1.022, -1.472], [-1.810, 0.481, -0.478], [-0.358, -1.100, 0.734], [-2.632, -1.116, 0.453], [-0.619, -2.693, -0.872], [2.101, -0.017, 0.308], [0.774, 0.667, 0.574], [-1.206, 1.024, -0.572], [0.031, -1.466, 1.672], [2.883, 0.751, 0.284]]
}

[5]
{
  "formula": "C5H10O",
  "method": "ωB97M-V with the def2-TZVPD basis set",
  "orbital_gap_ha": 0.4001,
  "lumo_ev": 1.0,
  "spin_multiplicity": 1,
  "relative_energy_kj_mol": 28.3,
  "smiles": "CC(C)CC=O",
  "homo_ev": -9.8501,
  "elements": ["C", "O", "C", "C", "H", "H", "C", "C", "H", "H", "H", "H", "H", "H", "H", "H"],
  "coordinates": [[-0.967, 1.476, 0.338], [1.955, -1.184, -1.383], [0.966, -0.122, 0.545], [-1.208, -0.903, -0.463], [-0.695, -1.767, -0.898], [-1.630, -1.203, 0.505], [2.032, -0.868, -0.218], [-0.253, 0.278, -0.289], [1.455, 0.754, 0.995], [-1.865, 1.739, -0.232], [2.945, -1.113, 0.370], [-0.318, 2.359, 0.365], [-1.277, 1.255, 1.367], [-2.042, -0.639, -1.123], [0.670, -0.751, 1.400], [0.110, 0.568, -1.283]]
}

[6]
{
  "formula": "C5H10O",
  "method": "ωB97M-V with the def2-TZVPD basis set",
  "orbital_gap_ha": 0.4003,
  "lumo_ev": 1.1,
  "spin_multiplicity": 1,
  "relative_energy_kj_mol": 205.4,
  "smiles": "CC[C@H]1O[C@H]1C",
  "homo_ev": -9.8040,
  "elements": ["H", "C", "C", "C", "H", "H", "H", "H", "C", "H", "H", "H", "C", "O", "H", "H"],
  "coordinates": [[-1.577, -1.058, -1.567], [0.907, 1.001, 0.152], [-0.826, -0.804, 0.482], [1.596, 0.237, -0.992], [2.178, -0.628, -0.647], [0.203, 1.729, -0.256], [2.283, 0.905, -1.518], [0.721, -0.382, 1.854], [0.143, 0.091, 1.055], [-1.891, 0.530, -0.756], [-0.579, -1.873, 0.619], [-2.753, -0.925, -0.254], [-1.792, -0.546, -0.624], [-1.135, 0.335, 1.541], [0.874, -0.134, -1.731], [1.640, 1.520, 0.769]]
}

[7]
{
  "formula": "C5H10O",
  "method": "ωB97M-V with the def2-TZVPD basis set",
  "orbital_gap_ha": 0.3619,
  "lumo_ev": 0.9,
  "spin_multiplicity": 1,
  "relative_energy_kj_mol": 180.5,
  "smiles": "CC1(C)C[C@H]1O",
  "homo_ev": -8.9573,
  "elements": ["C", "H", "C", "C", "O", "H", "H", "H", "C", "H", "C", "H", "H", "H", "H", "H"],
  "coordinates": [[-0.843, -0.344, -1.222], [2.214, -0.616, 0.490], [0.161, -0.042, -0.151], [0.236, 1.302, 0.489], [-1.654, 0.420, 1.832], [-1.828, 0.042, -0.946], [-2.313, -0.005, 1.276], [0.217, -0.587, 1.741], [-0.351, 0.229, 1.334], [1.191, 1.735, 0.753], [1.526, -0.741, -0.358], [1.434, -1.816, -0.563], [2.040, -0.295, -1.232], [-0.579, 0.131, -2.169], [-0.944, -1.425, -1.397], [-0.508, 2.014, 0.125]]
}

[8]
{
  "formula": "C5H10O",
  "method": "ωB97M-V with the def2-TZVPD basis set",
  "orbital_gap_ha": 0.3597,
  "lumo_ev": 0.9,
  "spin_multiplicity": 1,
  "relative_energy_kj_mol": 143.7,
  "smiles": "C=CC(=C)C.O",
  "homo_ev": -8.8937,
  "elements": ["H", "H", "H", "O", "H", "C", "H", "C", "H", "C", "H", "H", "C", "H", "H", "C"],
  "coordinates": [[-2.047, 0.323, 1.906], [1.405, -1.375, -1.517], [4.492, 1.748, 1.521], [4.128, 1.017, 1.017], [-0.538, 0.139, -2.022], [-1.465, -0.041, -0.101], [-2.964, 0.895, -1.387], [0.591, -1.215, -0.816], [-0.230, 0.145, 1.579], [-2.854, 0.065, -0.681], [-3.567, 0.304, 0.093], [-3.118, -0.839, -1.204], [-0.393, -0.360, -1.067], [4.410, 0.203, 1.461], [0.531, -1.812, 0.089], [-1.235, 0.168, 1.194]]
}

[9]
{
  "formula": "C5H10O",
  "method": "ωB97M-V with the def2-TZVPD basis set",
  "orbital_gap_ha": 0.3975,
  "lumo_ev": 1.0,
  "spin_multiplicity": 1,
  "relative_energy_kj_mol": 90.0,
  "smiles": "CC(C)CC=O",
  "homo_ev": -9.7928,
  "elements": ["H", "C", "H", "O", "C", "H", "H", "H", "H", "C", "H", "H", "H", "C", "C", "H"],
  "coordinates": [[-1.877, 0.555, 0.671], [-1.037, 0.521, -0.059], [-2.379, 1.073, -1.735], [-1.430, -0.654, -2.109], [0.130, -0.434, 0.278], [1.009, 0.902, 1.703], [1.204, -0.963, -1.704], [-0.658, 1.557, -0.038], [-0.226, -0.059, 2.491], [1.355, -0.396, -0.757], [1.557, 0.635, -1.022], [-0.011, -1.463, -0.003], [1.322, -0.802, 2.088], [0.567, -0.105, 1.722], [-1.664, 0.295, -1.401], [2.254, -0.857, -0.309]]
}

[10]
{
  "formula": "C5H10O",
  "method": "ωB97M-V with the def2-TZVPD basis set",
  "orbital_gap_ha": [0.3088, 0.3002],
  "lumo_ev": [1.1, 0.8],
  "spin_multiplicity": 1,
  "relative_energy_kj_mol": 467.6,
  "homo_ev": [-7.2992, -7.3325],
  "elements": ["O", "C", "C", "H", "H", "H", "H", "C", "H", "C", "H", "H", "H", "H", "H", "C"],
  "coordinates": [[-0.337, -0.671, -0.251], [-1.560, -0.206, -0.485], [-1.725, 1.259, -0.719], [1.964, -1.316, -1.236], [-2.700, 1.481, -1.140], [-1.600, 1.954, 0.118], [2.154, 0.443, -0.715], [0.141, -0.251, 1.009], [0.196, 0.844, 1.066], [1.553, -0.829, 0.920], [-0.546, -0.636, 1.760], [2.176, -0.271, 1.619], [-0.973, 1.553, -1.467], [-2.106, -0.910, -1.097], [1.572, -1.898, 1.117], [1.792, -0.547, -0.500]]
}

[11]
{
  "formula": "C5H10O",
  "method": "ωB97M-V with the def2-TZVPD basis set",
  "orbital_gap_ha": 0.3490,
  "lumo_ev": 0.8,
  "spin_multiplicity": 1,
  "relative_energy_kj_mol": 412.1,
  "homo_ev": -8.7362,
  "elements": ["H", "H", "C", "C", "H", "C", "H", "H", "O", "H", "H", "H", "C", "C", "H", "H"],
  "coordinates": [[0.152, -0.135, 1.419], [-2.115, -0.625, 0.209], [-2.477, 1.281, 0.197], [0.523, -0.087, 0.394], [2.083, -1.608, 0.895], [0.485, 1.283, -0.249], [0.924, 2.035, 0.413], [-0.526, 1.631, -0.495], [-2.562, 0.076, -0.306], [-1.932, 1.194, 1.177], [1.051, 1.278, -1.187], [-0.187, -2.189, -0.012], [1.683, -0.993, 0.095], [0.322, -1.328, -0.443], [0.143, -1.189, -1.506], [2.431, -0.625, -0.603]]
}

[12]
{
  "formula": "C5H10O",
  "method": "ωB97M-V with the def2-TZVPD basis set",
  "orbital_gap_ha": 0.3877,
  "lumo_ev": 1.1,
  "spin_multiplicity": 1,
  "relative_energy_kj_mol": 350.2,
  "smiles": "CC[C@H]1O[C@H]1C",
  "homo_ev": -9.4539,
  "elements": ["H", "H", "H", "C", "H", "H", "C", "C", "H", "C", "H", "H", "O", "C", "H", "H"],
  "coordinates": [[-1.718, 0.611, -0.763], [-1.019, -1.927, 0.851], [-1.477, -1.002, -1.489], [1.753, 0.363, -1.070], [-2.805, -0.714, -0.347], [0.153, -0.270, 2.113], [0.903, 0.902, 0.096], [0.348, -0.218, 0.960], [2.187, 1.188, -1.649], [-1.764, -0.466, -0.584], [0.083, 1.510, -0.314], [2.577, -0.256, -0.703], [-1.152, 0.040, 1.650], [-0.920, -0.871, 0.597], [1.158, -0.246, -1.761], [1.518, 1.566, 0.707]]
}

[13]
{
  "formula": "C5H10O",
  "method": "ωB97M-V with the def2-TZVPD basis set",
  "orbital_gap_ha": 0.3827,
  "lumo_ev": 0.9,
  "spin_multiplicity": 1,
  "relative_energy_kj_mol": 245.8,
  "smiles": "C=CC.CC=O",
  "homo_ev": -9.5222,
  "elements": ["H", "H", "H", "H", "H", "O", "C", "H", "H", "H", "C", "C", "H", "C", "H", "C"],
  "coordinates": [[1.507, -3.174, 2.190], [1.154, -1.096, 1.234], [-0.397, 2.696, -2.378], [0.804, -2.899, 3.735], [-0.275, -0.635, 4.090], [-0.993, -0.146, -3.397], [1.037, -2.435, 2.762], [-1.105, -0.459, 2.486], [-0.177, 3.017, -4.126], [0.277, 0.522, 3.103], [-0.389, 0.849, -3.826], [-0.206, -0.392, 3.036], [-1.741, 2.350, -3.203], [-0.664, 2.300, -3.368], [0.424, 0.744, -4.621], [0.744, -1.240, 2.282]]
}

[14]
{
  "formula": "C5H10O",
  "method": "ωB97M-V with the def2-TZVPD basis set",
  "orbital_gap_ha": 0.3874,
  "lumo_ev": 1.0,
  "spin_multiplicity": 1,
  "relative_energy_kj_mol": 5.4,
  "smiles": "CC(=O)C(C)C",
  "homo_ev": -9.5348,
  "elements": ["C", "H", "H", "O", "H", "H", "H", "H", "C", "H", "C", "H", "H", "H", "C", "C"],
  "coordinates": [[-0.076, 0.453, -0.266], [-0.440, 2.585, -0.125], [-1.693, 1.590, 0.648], [-0.183, -0.753, 1.787], [1.607, 1.541, -1.089], [1.986, 0.641, 0.393], [-1.393, -2.632, 0.488], [1.823, -0.216, -1.157], [-0.646, -2.103, -0.110], [-0.598, 0.330, -1.223], [-0.302, -0.796, 0.580], [-1.026, -1.974, -1.126], [0.253, -2.730, -0.151], [-0.121, 1.779, 1.435], [-0.617, 1.679, 0.465], [1.426, 0.605, -0.549]]
}

[15]
{
  "formula": "C5H10O",
  "method": "ωB97M-V with the def2-TZVPD basis set",
  "orbital_gap_ha": 0.3315,
  "lumo_ev": 0.8,
  "spin_multiplicity": 1,
  "relative_energy_kj_mol": 208.7,
  "smiles": "C=C/C=C/C.O",
  "homo_ev": -8.1988,
  "elements": ["H", "H", "C", "H", "H", "C", "H", "H", "H", "C", "C", "C", "H", "H", "O", "H"],
  "coordinates": [[-0.705, 2.514, -0.968], [-0.699, -2.471, 2.027], [0.100, -0.693, 1.257], [1.376, 1.633, 1.180], [0.235, -2.688, 0.515], [0.525, 1.686, 0.497], [-0.793, 0.119, -0.398], [-0.961, -1.016, -2.091], [0.447, -0.671, -2.759], [-0.025, 0.382, 0.355], [0.132, 2.742, -0.275], [-0.471, -2.123, 1.075], [0.481, 3.723, -0.083], [-1.338, -2.036, 0.509], [-0.037, -1.324, -2.194], [0.685, -0.475, 2.166]]
}

[16]
{
  "formula": "C5H10O",
  "method": "ωB97M-V with the def2-TZVPD basis set",
  "orbital_gap_ha": 0.3273,
  "lumo_ev": 0.2,
  "spin_multiplicity": 1,
  "relative_energy_kj_mol": 700.1,
  "homo_ev": -8.7315,
  "elements": ["O", "C", "H", "H", "H", "C", "H", "H", "H", "H", "C", "H", "C", "H", "H", "C"],
  "coordinates": [[1.642, -1.732, 0.230], [-0.440, 1.215, -1.294], [0.417, 1.886, -1.402], [-0.684, 0.801, -2.283], [1.177, 0.749, 1.463], [-1.340, -0.815, -0.066], [-1.840, -1.043, -1.018], [-1.044, -1.762, 0.394], [0.279, 1.013, 0.983], [1.994, 0.102, -0.808], [-0.155, 0.083, -0.333], [0.481, -0.987, 1.737], [1.329, -0.705, 1.104], [-1.296, 1.807, -0.956], [-2.076, -0.324, 0.578], [1.194, -0.447, -0.318]]
}